14
Properties=species:S:1:pos:R:3:forces:R:3:nbo_charge:R:1 method="wB97M-V/def2-TZVPD" homo_ev="0.6 / -4.5" relative_energy_kj_mol=100.5 s2=0.752 multiplicity=2 charge=-1 molar_mass_g_mol=111.23 gap_ev="2.291 / 7.418"
C -4.73613 0.57006 0.14684 0.77 0.88 -0.04 -0.4160
N -3.52323 0.92075 0.90690 -0.53 0.54 0.21 -0.8273
H -5.49183 0.07173 0.72507 -0.43 -0.60 0.23 0.1605
H -4.42638 -0.00192 -0.72078 -0.15 -0.32 -0.02 0.1978
H -5.19579 1.47904 -0.24033 0.07 0.12 -0.01 0.1829
H -3.73610 1.57133 1.67147 0.05 -0.40 -0.45 0.3426
H -3.13951 0.09361 1.33122 0.22 -0.21 0.09 0.3527
C 4.90071 0.03939 -0.06180 -0.27 0.03 0.07 -0.7598
S 3.68617 -1.29148 0.24009 1.10 0.37 2.13 -0.2384
S 2.71489 -1.71443 -1.53209 -0.90 -0.53 -2.29 -0.6643
H 4.49444 0.99909 0.25780 0.07 0.01 0.10 0.1945
H 5.17749 0.13647 -1.10794 -0.07 -0.27 -0.18 0.2077
H 5.77626 -0.21611 0.52624 0.20 0.18 0.02 0.2029
H 3.49902 -2.65753 -2.14271 -0.14 0.19 0.15 0.0643